1.
{"formula": "C22H23N3O2S", "method": "ωB97M-V/def2-TZVPD", "de_lowest_ev": 1.1793, "gap_ev": 8.64, "energy_ha": -1565.1071, "charge": 0, "smiles": "CN(C)[C@H](CNC(=O)c1ccc(NC(=O)c2cccs2)cc1)c1ccccc1", "elements": ["S", "O", "O", "N", "N", "N", "C", "C", "C", "C", "C", "C", "C", "C", "C", "C", "C", "C", "C", "C", "C", "C", "C", "C", "C", "C", "C", "C", "H", "H", "H", "H", "H", "H", "H", "H", "H", "H", "H", "H", "H", "H", "H", "H", "H", "H", "H", "H", "H", "H", "H"], "coordinates": [[-7.249, 0.882, -1.031], [-5.003, -1.317, 1.365], [1.502, 1.285, 2.259], [5.225, 0.802, -0.781], [1.752, 1.871, 0.090], [-4.480, 0.537, 0.125], [-8.930, -0.873, -0.229], [3.092, -1.031, 0.937], [-2.486, 1.793, -0.239], [-6.697, -0.337, 0.079], [-7.715, -1.192, 0.405], [3.173, -0.594, -0.381], [-1.079, 0.208, 1.530], [2.713, -1.434, -1.389], [1.019, 1.459, 1.158], [5.774, 0.049, -1.891], [2.102, -3.100, 0.221], [-8.830, 0.219, -1.032], [2.558, -2.273, 1.233], [-3.130, 0.737, 0.407], [-1.147, 2.040, -0.016], [3.195, 1.886, 0.122], [2.183, -2.677, -1.094], [3.763, 0.754, -0.754], [-5.321, -0.434, 0.594], [-2.414, -0.057, 1.300], [5.881, 0.434, 0.457], [-0.426, 1.245, 0.870], [6.848, 0.225, -1.931], [-0.516, -0.393, 2.228], [-9.840, -1.430, -0.096], [6.943, 0.658, 0.355], [-3.044, 2.422, -0.919], [1.682, -4.067, 0.456], [3.574, 2.844, -0.246], [5.773, -0.632, 0.702], [-7.573, -2.016, 1.080], [3.452, 0.974, -1.786], [-0.674, 2.877, -0.510], [1.828, -3.313, -1.892], [-9.589, 0.682, -1.630], [2.766, -1.109, -2.420], [5.333, 0.401, -2.823], [5.488, 1.029, 1.277], [3.474, 1.775, 1.169], [-4.876, 1.208, -0.520], [3.420, -0.399, 1.746], [5.601, -1.034, -1.806], [-2.908, -0.868, 1.807], [1.318, 1.870, -0.820], [2.494, -2.592, 2.262]], "forces_ev_per_angstrom": [[-0.207, -0.491, 0.313], [0.059, 0.021, 0.015], [0.031, -0.158, 0.256], [-0.121, 0.127, -0.104], [0.078, 0.134, -0.259], [-0.199, 0.249, -0.238], [-0.141, 0.127, -0.144], [0.021, -0.010, -0.022], [-0.118, -0.100, 0.014], [-0.691, 0.112, -0.308], [0.513, 0.198, 0.015], [0.020, 0.009, -0.224], [0.161, 0.250, -0.141], [0.021, 0.040, 0.040], [-0.095, 0.202, -0.191], [0.016, 0.027, 0.025], [-0.037, -0.079, -0.023], [0.268, 0.189, -0.061], [0.016, -0.038, 0.100], [0.432, 0.036, 0.112], [0.082, -0.117, 0.099], [0.244, -0.008, -0.099], [-0.055, -0.117, -0.076], [-0.025, 0.226, 0.169], [0.104, -0.079, 0.071], [-0.129, -0.136, 0.072], [0.024, 0.014, -0.046], [-0.237, -0.104, 0.123], [0.050, -0.040, -0.055], [0.045, -0.056, 0.076], [-0.162, -0.071, 0.003], [0.027, -0.013, 0.068], [-0.049, 0.071, -0.063], [-0.034, -0.073, 0.024], [0.050, -0.108, 0.071], [0.013, 0.009, 0.035], [0.084, -0.129, 0.126], [0.002, -0.066, 0.106], [0.035, 0.072, -0.046], [-0.031, -0.052, -0.051], [-0.191, 0.055, -0.103], [0.012, 0.057, -0.081], [-0.002, -0.026, -0.080], [0.024, -0.006, 0.141], [0.050, 0.050, -0.093], [0.106, -0.156, 0.153], [0.011, 0.106, 0.079], [0.015, -0.018, -0.013], [0.000, -0.013, -0.002], [-0.075, -0.091, 0.125], [-0.012, -0.027, 0.093]]}



2.
{"formula": "C45H38AsLiO2P2", "method": "ωB97M-V/def2-TZVPD", "gap_ev": 8.16, "energy_ha": -4814.1653, "charge": 0, "elements": ["As", "P", "P", "O", "O", "C", "C", "C", "C", "C", "C", "C", "C", "C", "C", "C", "C", "C", "C", "C", "C", "C", "C", "C", "C", "C", "C", "C", "C", "C", "C", "C", "C", "C", "C", "C", "C", "C", "C", "C", "C", "C", "C", "C", "C", "C", "C", "C", "C", "C", "Li", "H", "H", "H", "H", "H", "H", "H", "H", "H", "H", "H", "H", "H", "H", "H", "H", "H", "H", "H", "H", "H", "H", "H", "H", "H", "H", "H", "H", "H", "H", "H", "H", "H", "H", "H", "H", "H", "H"], "coordinates": [[-1.265, -6.119, 1.759], [-1.576, 1.412, -1.073], [-0.477, -2.626, 0.219], [0.639, 0.469, -1.251], [2.409, 0.808, -2.582], [-2.553, -8.131, 0.003], [-5.096, -6.331, 4.566], [-4.544, 3.562, 0.718], [-0.693, 2.652, -2.101], [2.083, -3.834, 3.869], [2.590, -4.055, 2.597], [-3.560, -7.468, 3.099], [-4.338, -5.174, 4.453], [0.607, 2.380, -2.564], [0.888, -3.228, -3.559], [-1.462, -10.117, -0.803], [0.659, 4.475, -3.743], [-2.103, -3.477, 0.503], [-2.100, 0.156, -2.313], [-0.609, 4.768, -3.263], [0.987, -5.377, -2.490], [1.265, 3.282, -3.387], [1.843, -3.723, 1.475], [1.320, 1.117, -2.131], [-1.281, 3.865, -2.453], [-4.323, 2.183, -1.683], [-2.958, -1.900, -4.008], [0.567, -3.186, 1.614], [-5.520, 2.791, -1.333], [-2.944, -0.854, -1.847], [-2.117, -0.904, -4.481], [0.498, -4.825, -1.319], [-1.417, -7.780, 0.730], [-3.221, 2.246, -0.832], [-4.694, -7.480, 3.901], [-3.373, -1.871, -2.684], [1.187, -4.580, -3.610], [0.088, -2.923, 2.900], [-2.815, -6.303, 2.949], [-5.636, 3.479, -0.134], [0.389, -2.673, -2.389], [0.192, -3.462, -1.257], [0.831, -3.257, 4.019], [-2.577, -9.290, -0.757], [-3.202, -5.167, 3.660], [-2.234, -4.997, 0.411], [-0.325, -9.778, -0.086], [-1.688, 0.116, -3.641], [-0.305, -8.615, 0.673], [-3.354, 2.942, 0.371], [-0.060, -0.225, 0.123], [-4.631, -4.280, 4.989], [-1.787, -0.917, -5.512], [-2.746, -3.033, -0.263], [0.586, -8.347, 1.231], [2.259, 3.026, -3.730], [-4.247, 1.661, -2.629], [-2.273, 4.108, -2.094], [1.173, 5.178, -4.386], [-1.082, 5.707, -3.523], [1.581, -5.015, -4.520], [-3.432, -7.498, 0.033], [-4.628, 4.100, 1.654], [-6.577, 3.941, 0.138], [-2.475, -3.108, 1.464], [-4.034, -2.643, -2.307], [3.573, -4.491, 2.474], [-1.028, 0.875, -4.035], [-0.886, -2.457, 3.020], [-3.272, -0.826, -0.812], [0.547, -10.418, -0.120], [2.672, -4.088, 4.741], [-1.927, -5.333, -0.579], [-3.289, -2.693, -4.666], [2.265, -3.881, 0.493], [-5.988, -6.341, 5.178], [0.433, -3.064, 5.007], [-1.483, -11.021, -1.398], [-3.469, -9.547, -1.315], [0.173, -1.614, -2.344], [-2.503, 2.991, 1.043], [1.216, -6.435, -2.529], [-3.255, -8.374, 2.592], [-3.294, -5.237, 0.513], [0.373, -5.454, -0.447], [-2.593, -4.271, 3.598], [-5.267, -8.393, 4.004], [1.052, -2.597, -4.423], [-6.370, 2.728, -2.002]], "forces_ev_per_angstrom": [[-0.183, 0.001, -0.133], [-0.798, 0.338, -0.055], [-0.029, -0.688, -0.049], [0.721, -0.290, -0.411], [-0.095, 0.076, -0.028], [-0.032, 0.045, 0.012], [-0.005, -0.019, 0.005], [-0.060, 0.036, 0.016], [0.265, -0.006, -0.054], [0.056, -0.011, 0.015], [0.002, -0.006, 0.022], [0.085, -0.027, -0.036], [-0.028, 0.006, 0.035], [-0.078, 0.068, 0.058], [0.012, -0.066, -0.050], [0.015, 0.017, 0.010], [-0.029, 0.022, 0.000], [0.129, 0.093, 0.093], [0.075, -0.142, 0.102], [0.012, 0.077, -0.037], [0.009, -0.114, 0.028], [-0.017, 0.001, 0.011], [-0.078, 0.010, -0.012], [-0.088, 0.018, 0.041], [-0.028, -0.081, 0.002], [0.078, 0.030, -0.057], [0.006, -0.006, -0.027], [0.015, 0.121, 0.085], [-0.056, 0.001, -0.052], [0.065, 0.090, -0.018], [0.010, -0.021, -0.039], [0.043, 0.063, 0.013], [0.039, 0.010, 0.005], [0.168, -0.035, 0.200], [-0.020, -0.013, 0.040], [-0.043, -0.015, 0.010], [-0.044, 0.070, -0.024], [-0.043, -0.073, -0.100], [-0.002, 0.024, 0.009], [0.013, -0.005, 0.005], [-0.006, 0.010, 0.080], [0.012, 0.122, -0.015], [-0.071, 0.026, 0.041], [-0.039, 0.001, -0.010], [0.113, 0.009, -0.053], [0.002, 0.119, -0.012], [0.012, -0.080, -0.042], [-0.013, 0.033, 0.031], [-0.001, 0.117, 0.095], [0.039, -0.017, -0.048], [-0.166, 0.189, 0.179], [0.015, 0.003, -0.009], [-0.004, -0.010, 0.007], [-0.015, -0.012, 0.099], [0.012, -0.032, -0.017], [-0.004, -0.025, 0.022], [0.001, -0.040, 0.006], [0.002, 0.015, -0.040], [0.005, 0.005, 0.009], [-0.010, -0.010, 0.002], [-0.002, -0.006, 0.003], [-0.007, -0.010, -0.011], [0.024, -0.011, -0.003], [0.012, 0.016, -0.004], [-0.027, 0.010, -0.020], [-0.002, 0.005, 0.005], [0.007, 0.030, 0.001], [0.030, 0.072, 0.033], [0.023, -0.014, 0.063], [-0.033, -0.021, -0.009], [-0.001, 0.012, 0.008], [-0.018, -0.033, -0.007], [0.063, -0.047, 0.035], [0.012, 0.000, 0.005], [-0.026, -0.054, -0.089], [0.012, 0.001, 0.011], [0.018, 0.007, -0.003], [0.011, 0.000, 0.004], [0.012, -0.010, 0.000], [0.020, 0.048, -0.022], [-0.037, -0.004, 0.026], [0.007, 0.011, 0.020], [-0.046, -0.002, -0.032], [0.000, -0.051, 0.005], [0.043, -0.015, 0.014], [-0.056, 0.039, 0.002], [0.006, 0.004, -0.004], [-0.005, 0.009, 0.012], [0.013, -0.004, 0.000]]}



Question: Look up the charge of the first one.
Answer: 0



Question: Look up the charge of the first one.
Answer: 0